[1]
22
Properties=species:S:1:pos:R:3:forces:R:3:mulliken_charge:R:1 method="wB97M-V/def2-TZVPD" de_lowest_ev=5.668 e_lumo_ev=0.825
C -2.856 1.215 0.039 0.30 -1.58 -0.67 -0.901
C -1.453 1.479 -0.043 0.60 2.05 1.02 0.284
C -2.920 -1.501 -0.172 -3.57 -1.83 0.35 -0.778
C -3.036 -0.116 -0.172 1.56 -1.39 0.56 0.107
C -1.748 -0.968 -0.283 2.65 4.30 -0.13 0.154
C -0.504 0.536 -0.198 -4.06 -2.22 -0.03 0.012
C 1.223 -1.161 -1.674 -0.12 2.03 0.44 -1.056
C 1.219 -0.880 1.718 -0.49 -1.10 -1.83 -1.054
C 2.354 1.312 0.132 1.22 0.01 -2.24 -1.204
Si 1.153 -0.144 -0.011 1.51 -0.39 -0.87 0.500
H -3.681 1.803 0.346 -0.16 1.14 -0.08 0.413
H -1.088 2.519 0.160 -0.18 -0.84 -0.33 0.280
H -3.612 -2.399 -0.032 1.41 1.09 -0.34 0.284
H 0.177 -0.910 -1.904 0.18 -1.27 -0.28 0.274
H 1.751 -0.759 -2.552 0.34 0.23 0.67 0.344
H 1.513 -2.177 -1.574 -0.34 -1.02 0.07 0.349
H 2.202 -1.300 1.856 0.40 0.25 0.63 0.330
H 0.970 0.040 2.194 0.22 0.48 1.20 0.278
H 0.469 -1.644 1.925 -0.01 0.13 -0.01 0.341
H 2.806 1.523 1.080 0.12 -0.15 0.68 0.345
H 3.199 1.319 -0.643 -0.94 -0.55 1.09 0.315
H 1.863 2.212 -0.191 -0.65 0.63 0.08 0.383



[2]
23
Properties=species:S:1:pos:R:3:forces:R:3:mulliken_charge:R:1 method="wB97M-V/def2-TZVPD" de_lowest_ev=0.000 e_lumo_ev=0.426
C -0.179 -2.220 -0.609 0.10 0.06 -0.28 -0.284
C -0.782 -2.074 0.708 -0.06 0.14 0.26 -0.507
C 0.418 -1.222 -1.261 0.03 -0.19 -0.02 -0.753
C -1.228 -0.916 1.198 -0.13 -0.12 0.16 -0.641
C 0.657 0.113 -0.674 -3.01 0.65 2.18 1.387
C -1.122 0.374 0.484 3.18 -0.25 -2.20 0.831
C 1.735 0.131 0.382 -0.01 -0.04 -0.25 -1.550
C 0.690 1.253 -1.647 -0.05 -0.15 0.09 -1.834
C -0.967 1.628 1.297 -0.06 -0.20 -0.10 -1.487
Cl -2.426 0.547 -0.705 -0.26 0.07 -0.06 -0.212
H -0.274 -3.197 -1.068 0.06 0.02 -0.11 0.406
H -0.914 -2.982 1.280 -0.11 -0.01 0.10 0.422
H 0.793 -1.378 -2.267 0.06 -0.12 -0.08 0.360
H -1.757 -0.899 2.145 -0.03 -0.07 0.13 0.395
H 1.442 -0.457 1.249 0.03 -0.10 0.07 0.394
H 1.945 1.151 0.693 0.09 0.12 0.09 0.344
H 2.649 -0.309 -0.022 0.13 0.06 0.01 0.405
H 1.545 1.144 -2.317 0.09 0.03 -0.08 0.456
H 0.785 2.202 -1.124 0.06 0.11 0.01 0.368
H -0.213 1.280 -2.251 -0.09 -0.02 -0.10 0.410
H -0.084 1.569 1.929 0.08 -0.08 0.11 0.322
H -1.842 1.767 1.937 -0.02 0.07 0.05 0.434
H -0.872 2.494 0.645 -0.04 0.02 0.01 0.334



[3]
34
Properties=species:S:1:pos:R:3:forces:R:3:mulliken_charge:R:1 method="wB97M-V/def2-TZVPD" total_charge=+3 e_lumo_ev=-14.961
C 2.833 -0.245 1.104 -0.38 1.04 -0.34 -1.183
P 2.373 -1.072 -0.425 1.53 -3.32 1.61 0.776
Cl 3.155 -2.858 0.335 -0.08 0.03 -0.08 -0.210
C 0.759 -1.847 -0.789 0.11 0.64 -0.47 -1.001
C -0.113 -1.848 0.461 -0.68 0.84 -2.62 0.283
O 0.243 -2.360 1.444 1.23 -1.41 3.12 -0.419
C -1.404 -1.145 0.388 -0.60 0.44 -0.50 0.250
C -2.100 -0.916 -0.791 -0.74 0.55 0.14 -0.009
C -3.324 -0.223 -0.778 1.05 -0.56 -0.04 -0.840
C -3.840 0.243 0.406 0.21 -0.04 0.22 -0.496
C -3.164 -0.004 1.598 0.94 -0.16 -0.08 -0.459
C -1.943 -0.709 1.590 -1.17 0.86 0.20 -0.685
O 3.474 -1.055 -1.579 -0.08 0.08 -0.07 -0.372
N 2.843 -0.694 -2.952 -0.70 1.53 -0.14 0.271
O 2.910 -1.509 -3.701 0.56 -1.07 -0.81 -0.102
P 1.559 0.953 -1.534 -0.86 0.69 -0.13 -0.061
P 0.164 2.097 -0.276 1.67 -0.96 -2.40 1.196
O -1.143 2.489 -0.811 -1.20 1.16 0.96 -0.532
O 0.899 3.627 0.076 -0.55 -0.24 2.51 -0.341
O -0.133 1.562 1.258 -0.97 1.83 0.64 -0.548
H 2.426 -0.776 1.942 -0.27 -0.41 0.35 0.432
H 2.587 0.802 1.150 -0.17 0.42 0.02 0.343
H 3.906 -0.324 1.135 0.57 -0.19 -0.01 0.485
H 0.287 -1.354 -1.619 -0.29 0.36 -0.30 0.540
H 0.950 -2.853 -1.117 0.30 -0.59 0.13 0.602
H -1.737 -1.278 -1.729 0.15 -0.20 -0.45 0.554
H -3.831 -0.059 -1.701 -0.35 0.06 -0.48 0.471
H -4.765 0.780 0.411 -0.46 0.18 0.04 0.533
H -3.577 0.331 2.530 -0.18 0.00 0.36 0.547
H -1.432 -0.937 2.502 0.19 -0.17 0.48 0.558
H 2.636 1.843 -1.665 -0.07 0.48 0.17 0.228
H 0.188 4.322 0.294 2.78 1.99 -5.54 0.262
H -1.046 1.061 1.190 0.62 -0.49 0.57 0.408
Lu -0.641 3.953 1.657 -2.11 -3.38 2.91 1.519



[4]
27
Properties=species:S:1:pos:R:3:forces:R:3:mulliken_charge:R:1 method="wB97M-V/def2-TZVPD" smiles="CCNOC(N)=O.Fc1ccccc1" de_lowest_ev=0.107 e_lumo_ev=0.666
C -0.831 3.290 -0.218 0.06 -0.01 -0.18 -1.072
C 0.336 2.301 -0.291 0.00 -0.12 0.18 -0.344
N 0.217 1.212 0.696 -0.33 -0.45 -0.48 -0.155
O 1.418 1.124 1.488 0.07 0.49 0.26 -0.303
C 1.181 1.449 2.810 -0.30 -0.40 0.24 0.532
N 1.930 2.557 3.284 0.34 -0.32 0.18 -0.571
O 0.425 0.811 3.486 0.08 0.61 -0.45 -0.445
H -1.654 2.954 -0.853 -0.01 0.05 0.17 0.298
H -1.204 3.402 0.804 0.05 0.02 -0.04 0.326
H -0.524 4.279 -0.568 -0.05 -0.12 -0.02 0.325
H 0.352 1.826 -1.276 0.15 0.17 0.05 0.237
H 1.299 2.793 -0.132 -0.11 0.00 0.01 0.307
H -0.568 1.367 1.321 0.19 0.00 0.25 0.261
H 1.506 3.428 2.983 -0.08 -0.02 0.05 0.281
H 2.870 2.523 2.903 -0.09 0.11 -0.18 0.301
F -0.715 -0.438 -2.334 0.00 0.00 0.01 -0.295
C -0.636 -1.698 -1.845 0.00 -0.06 0.02 0.311
C -0.540 -1.879 -0.481 -0.06 0.05 0.13 -0.199
C -0.468 -3.177 0.004 0.01 -0.04 -0.07 -0.403
C -0.486 -4.259 -0.867 0.00 -0.01 0.02 -0.534
C -0.580 -4.044 -2.235 0.01 0.02 0.06 -0.312
C -0.659 -2.752 -2.735 -0.01 0.00 -0.10 -0.521
H -0.517 -1.018 0.178 0.06 -0.04 -0.11 0.458
H -0.395 -3.342 1.071 0.01 0.01 0.01 0.373
H -0.426 -5.267 -0.480 0.00 0.00 0.00 0.374
H -0.592 -4.883 -2.917 -0.01 0.00 -0.01 0.351
H -0.739 -2.559 -3.797 0.01 0.02 0.01 0.417



[5]
30
Properties=species:S:1:pos:R:3:forces:R:3:mulliken_charge:R:1 method="wB97M-V/def2-TZVPD" total_charge=+1 e_lumo_ev="-6.866 / -6.863"
Pt -0.591 -0.240 0.358 -0.06 0.03 0.68 0.675
C -3.463 2.664 1.254 -0.08 0.03 -0.01 -0.925
Si -2.569 2.098 -0.281 0.04 -0.11 0.11 0.088
C -2.523 3.334 -1.669 -0.02 0.04 -0.04 -0.985
C -3.375 0.537 -0.911 -0.06 0.07 -0.03 -1.170
N -0.852 1.688 0.165 -0.14 -0.50 -0.49 -0.061
C 0.076 2.641 0.551 0.20 0.28 0.18 0.296
C -0.299 3.984 0.772 0.05 -0.25 0.05 0.133
C 0.618 4.950 1.117 0.17 0.06 0.03 -1.180
C 1.962 4.616 1.270 -0.03 -0.05 -0.01 -0.331
C 2.377 3.308 1.067 -0.01 0.25 0.06 -0.734
C 1.450 2.356 0.718 -0.35 0.26 -0.14 0.647
F 1.899 1.113 0.517 0.02 -0.37 -0.05 -0.280
H -4.523 2.808 1.025 0.03 -0.01 0.01 0.376
H -3.087 3.598 1.672 -0.03 -0.03 0.00 0.367
H -3.406 1.901 2.035 0.00 0.00 -0.02 0.307
H -3.549 3.503 -2.008 0.03 -0.01 0.01 0.356
H -1.963 2.930 -2.516 0.00 0.01 0.03 0.320
H -2.095 4.302 -1.412 -0.01 -0.03 0.00 0.362
H -4.389 0.802 -1.235 0.05 -0.02 0.02 0.316
H -3.475 -0.241 -0.153 0.00 0.00 0.01 0.350
H -2.865 0.120 -1.782 0.01 0.01 0.02 0.330
H -1.337 4.262 0.669 0.02 0.00 0.01 0.238
H 0.289 5.968 1.274 0.02 -0.01 0.00 0.419
H 2.684 5.372 1.546 -0.01 -0.01 -0.01 0.393
H 3.412 3.012 1.169 -0.01 0.02 0.00 0.444
Se 0.019 -2.471 -0.158 0.41 0.17 0.41 0.048
Se 0.937 -3.451 1.668 -0.53 0.74 0.46 0.182
Se 0.545 -2.057 3.478 0.14 -0.87 -0.85 0.048
Se -0.760 -0.377 2.707 0.16 0.30 -0.44 -0.028



[6]
24
Properties=species:S:1:pos:R:3:forces:R:3:mulliken_charge:R:1 method="wB97M-V/def2-TZVPD" de_lowest_ev=5.852 total_charge=+1 e_lumo_ev=-3.460
C 1.755 1.040 -0.620 3.04 -2.49 1.14 0.567
C 2.789 0.821 -1.451 -0.88 2.53 -1.81 -1.049
C -1.756 -1.366 1.168 2.15 -0.14 0.29 -0.653
C 0.021 1.809 0.715 3.50 -0.63 -1.46 -1.174
C -2.605 -0.982 -0.044 -1.62 -0.21 1.92 -0.579
C 1.306 -1.274 -0.103 -4.76 3.30 1.07 -0.780
C 0.949 2.131 -0.252 -3.07 1.88 0.60 -0.406
C 0.364 0.406 1.162 -0.61 0.01 0.65 0.624
C -0.552 -0.642 0.548 1.79 -2.13 -0.72 -0.284
N -1.440 -0.265 -0.663 1.25 0.11 -2.45 -0.069
N 1.550 0.037 0.377 0.28 0.76 1.57 -0.086
H 3.323 -0.124 -1.479 0.09 0.37 0.09 0.338
H 2.997 1.655 -2.201 -0.02 -1.58 0.92 0.253
H -1.982 -0.752 2.018 -0.69 -0.06 0.78 0.340
H -1.521 -2.403 1.501 -0.61 0.70 -0.55 0.286
H -0.635 2.442 1.228 -0.89 0.87 0.42 0.496
H -1.388 0.659 -1.274 -0.51 -1.86 2.11 0.420
H -3.006 -1.825 -0.604 0.12 0.42 -0.42 0.313
H -3.426 -0.385 0.423 0.61 0.10 -1.48 0.282
H 1.513 -2.151 0.381 0.89 -1.77 1.52 0.331
H 1.379 -1.244 -1.137 0.15 -0.73 -2.10 0.568
H 0.993 3.093 -0.758 0.05 -0.16 0.18 0.441
H 0.356 0.304 2.316 0.49 -0.02 -1.80 0.403
H -0.985 -0.985 -1.252 -0.76 0.71 -0.45 0.417



[7]
24
Properties=species:S:1:pos:R:3:forces:R:3:mulliken_charge:R:1 method="wB97M-V/def2-TZVPD" de_lowest_ev=5.276 total_charge=+1 e_lumo_ev="-6.125 / -4.229"
C 2.110 1.393 0.027 -1.59 1.53 1.10 -0.611
C 0.842 -0.475 0.564 -0.32 -2.35 -0.06 -0.579
C 0.920 2.077 -0.055 -0.43 -1.64 -0.02 -0.334
C 2.091 0.038 0.290 -0.81 1.41 0.28 1.194
C -0.358 0.179 0.428 -1.72 2.20 -1.12 0.418
C -3.048 0.307 0.654 3.03 0.43 -2.04 -0.884
C -1.726 -0.430 0.365 -2.15 -1.51 1.28 0.209
C 3.372 -0.594 0.225 0.93 -2.82 -0.19 -1.650
C -1.956 -0.992 -1.081 1.19 0.60 0.68 -1.562
N -0.367 1.516 0.072 4.57 -0.20 0.74 0.664
N -1.426 2.308 -0.047 -1.14 0.77 -0.14 -1.025
H 3.004 1.981 0.212 0.13 -0.05 -1.00 0.401
H 0.762 -1.536 0.834 -0.01 0.40 -0.12 0.415
H 0.952 3.041 -0.426 -0.29 2.14 -0.13 0.454
H -3.622 0.485 -0.246 -0.33 0.35 0.56 0.362
H -3.408 0.285 1.624 -0.96 0.20 1.56 0.366
H -1.729 -1.194 1.189 0.17 -0.04 -1.04 0.386
H 3.879 -0.322 -0.684 -0.19 -0.30 -0.97 0.402
H 4.122 -0.255 0.879 0.50 0.82 1.67 0.428
H 3.347 -1.684 0.369 -0.02 0.32 -0.36 0.375
H -1.736 -0.180 -1.750 -0.09 0.59 -0.45 0.477
H -2.939 -1.348 -1.322 -0.43 -0.31 0.38 0.436
H -1.210 -1.715 -1.294 0.50 -1.04 -0.26 0.398
H -1.115 3.283 0.252 -0.52 -1.48 -0.33 0.263



[8]
25
Properties=species:S:1:pos:R:3:forces:R:3:mulliken_charge:R:1 method="wB97M-V/def2-TZVPD" de_lowest_ev=6.108 total_charge=+1 e_lumo_ev="-5.019 / -5.019"
C 2.325 1.064 0.011 -3.97 1.80 1.09 -0.621
C 1.168 1.910 0.149 4.49 -1.40 -0.70 -0.461
C 1.591 -1.184 0.543 -2.00 0.94 -0.47 -0.025
C 2.572 -0.383 0.095 -1.85 0.04 1.06 0.684
C -1.111 1.308 -0.212 0.53 -0.54 0.98 -0.618
C 0.258 -1.331 0.632 3.06 -0.37 -0.47 -0.738
C -0.724 -1.142 -0.442 1.06 -0.22 -0.35 -1.134
C -1.766 -0.019 -0.343 -2.64 -1.76 0.09 1.402
C -2.981 -0.259 0.699 0.91 1.92 -1.61 -1.436
N -0.003 1.259 0.432 -0.85 1.54 -0.80 -0.055
N 3.792 -0.786 -0.295 -0.77 -1.59 -1.31 -0.539
O -2.330 -0.142 -1.639 -2.16 2.08 -0.47 -0.566
H 3.196 1.511 -0.296 1.73 1.70 -0.72 0.411
H 1.114 2.954 -0.184 0.33 -0.52 0.29 0.400
H -0.060 -1.677 1.542 -1.16 -0.77 2.42 0.411
H -1.389 2.240 -0.653 -0.25 0.26 -0.88 0.461
H -0.124 -1.195 -1.341 -0.15 1.23 -0.73 0.413
H -1.267 -2.015 -0.593 -1.46 -1.69 0.22 0.564
H -2.752 -0.656 1.633 1.25 -0.13 1.95 0.388
H -3.684 -1.030 0.390 -0.15 0.47 -1.02 0.395
H -3.383 0.784 0.820 -0.38 -1.32 0.06 0.408
H 0.170 0.447 0.962 0.29 -1.58 0.65 0.391
H 4.573 -0.284 -0.102 2.35 2.55 0.53 0.215
H 4.046 -1.720 -0.120 -0.29 -1.44 0.04 0.242
H -3.231 0.344 -1.688 2.10 -1.21 0.15 0.412



no.,electronic energy (eV)
1,-17399.06302
2,-22064.28421
3,-97290.49924
4,-19334.39110
5,-286255.25436
6,-12511.76771
7,-12512.34431
8,-14559.79199